(1)
# C23H22GeLiNO2

C23H22GeLiNO2 as an isolated structure (ωB97M-V with the def2-TZVPD basis set, the Open Molecules 2025 dataset).

Electronic energy ... -86515.6399 eV
Charge ... 0
Highest occupied orbital energy ... -8.34 eV

Geometry (Å):
Li (-3.82, 1.01, -1.01)
O (-2.40, 2.29, 2.26)
C (-2.54, 1.97, 1.09)
O (-3.53, 1.32, 0.59)
C (-1.44, 2.42, 0.09)
C (-0.76, 1.27, -0.67)
Ge (0.44, 0.08, 0.39)
C (-0.40, -0.99, 1.82)
C (-0.56, -2.36, 1.67)
C (-1.13, -3.13, 2.67)
C (-1.55, -2.52, 3.85)
C (-1.39, -1.16, 4.02)
C (-0.82, -0.39, 3.01)
C (1.20, -1.21, -0.91)
C (2.12, -2.17, -0.48)
C (2.66, -3.08, -1.37)
C (2.29, -3.06, -2.71)
C (1.38, -2.11, -3.15)
C (0.84, -1.20, -2.25)
C (1.92, 1.16, 1.11)
C (1.68, 2.13, 2.09)
C (2.71, 2.90, 2.60)
C (4.01, 2.71, 2.14)
C (4.26, 1.75, 1.17)
C (3.23, 0.99, 0.66)
H (-0.70, 3.00, 0.64)
H (-1.92, 3.10, -0.62)
H (-0.15, 1.66, -1.48)
H (-1.50, 0.60, -1.12)
H (-0.24, -2.84, 0.75)
H (-1.25, -4.20, 2.54)
H (-2.00, -3.12, 4.63)
H (-1.73, -0.67, 4.92)
H (-0.73, 0.68, 3.15)
H (2.41, -2.19, 0.56)
H (3.38, -3.82, -1.02)
H (2.71, -3.77, -3.40)
H (1.08, -2.09, -4.19)
H (0.12, -0.46, -2.61)
H (0.67, 2.28, 2.46)
H (2.50, 3.65, 3.36)
H (4.82, 3.31, 2.55)
H (5.27, 1.61, 0.81)
H (3.43, 0.25, -0.10)
C (-4.12, 0.69, -5.57)
C (-4.03, 0.81, -4.13)
N (-3.97, 0.91, -2.99)
H (-4.41, -0.32, -5.83)
H (-3.15, 0.91, -6.02)
H (-4.86, 1.39, -5.96)


(2)
# C23H22N4O4S

C23H22N4O4S as an isolated structure in a non-equilibrium geometry (ωB97M-V with the def2-TZVPD basis set, the Open Molecules 2025 dataset).

Electronic energy ... -49173.9475 eV
Charge ... 0
Highest occupied orbital energy ... -6.96 eV

Geometry (Å):
C (-5.75, 1.23, -2.70)
H (-6.35, 1.36, -3.67)
H (-5.31, 0.36, -2.74)
H (-6.37, 1.45, -1.90)
C (-4.52, 2.57, -2.69)
C (-3.81, 2.37, -1.41)
N (-2.58, 2.07, -1.25)
N (-2.05, 2.29, -0.26)
C (-2.95, 2.53, 0.73)
N (-2.80, 2.71, 2.07)
C (-1.52, 2.32, 2.34)
O (-1.12, 2.62, 3.53)
C (-0.39, 2.07, 1.64)
C (0.47, 1.18, 2.08)
C (1.65, 0.45, 1.60)
C (2.01, -0.75, 2.61)
C (2.88, -1.55, 2.24)
C (3.36, -1.65, 0.86)
C (2.93, -0.46, -0.21)
C (2.06, 0.32, 0.38)
H (1.89, 1.27, -0.32)
O (3.56, -0.76, -1.31)
C (3.17, 0.39, -2.28)
H (3.71, 0.08, -3.08)
H (2.24, 0.58, -2.68)
H (3.47, 1.51, -1.87)
O (4.21, -2.45, 0.37)
C (4.15, -3.86, 0.60)
C (2.85, -4.65, 0.82)
O (2.19, -4.47, -0.47)
C (1.42, -3.40, -0.96)
C (0.64, -2.73, 0.02)
C (-0.32, -1.78, -0.39)
C (-0.17, -1.27, -1.57)
C (0.68, -1.92, -2.51)
C (1.35, -3.04, -2.31)
H (2.22, -3.30, -2.93)
H (0.52, -1.78, -3.48)
H (-0.88, -0.55, -2.02)
H (-0.94, -1.50, 0.29)
H (0.34, -3.17, 1.22)
H (2.96, -5.89, 0.99)
H (2.26, -4.20, 1.57)
H (4.67, -3.83, 1.92)
H (5.01, -4.41, 0.02)
H (3.10, -2.26, 2.80)
H (1.59, -0.61, 3.64)
H (0.37, 1.37, 3.36)
C (-0.74, 2.11, -0.02)
N (0.17, 1.97, -0.83)
H (-0.28, 2.26, -1.80)
S (-4.62, 2.74, 0.00)
H (-4.05, 2.40, -3.71)
H (-5.23, 3.35, -2.76)


(3)
# C23H22N4OPdS

C23H22N4OPdS as an isolated structure in a non-equilibrium geometry (ωB97M-V with the def2-TZVPD basis set, the Open Molecules 2025 dataset).

Electronic energy ... -46515.9214 eV
Charge ... +2
Highest occupied orbital energy (spin up / spin down) ... -13.08 / -13.22 eV

Geometry (Å):
Pd (1.29, 0.96, -0.63)
N (-2.39, 2.81, 0.48)
C (-3.24, 3.13, -0.58)
C (-4.59, 3.37, -0.36)
C (-5.43, 3.68, -1.42)
C (-4.93, 3.74, -2.72)
C (-3.58, 3.49, -2.95)
C (-2.75, 3.18, -1.89)
S (-1.05, 2.80, -2.23)
N (-0.54, 2.17, -0.79)
C (-1.16, 2.28, 0.35)
C (-0.42, 1.83, 1.55)
C (-1.04, 1.41, 2.72)
C (-0.24, 1.07, 3.81)
C (1.13, 1.19, 3.70)
C (1.67, 1.57, 2.47)
N (0.92, 1.86, 1.42)
H (-2.78, 2.91, 1.41)
H (-4.99, 3.33, 0.65)
H (-6.48, 3.86, -1.24)
H (-5.58, 3.98, -3.54)
H (-3.18, 3.54, -3.95)
H (-2.11, 1.31, 2.79)
H (-0.70, 0.75, 4.73)
H (1.78, 0.99, 4.54)
H (2.74, 1.67, 2.33)
C (-1.31, -3.16, -2.72)
C (0.17, -2.77, -2.91)
C (0.36, -1.40, -2.57)
N (0.45, -0.29, -2.27)
H (-1.39, -4.24, -2.72)
H (-1.92, -2.76, -3.53)
H (-1.69, -2.79, -1.77)
H (0.49, -2.95, -3.94)
H (0.79, -3.38, -2.24)
C (5.26, -0.94, 0.21)
C (3.78, -0.84, 0.07)
O (3.29, 0.15, -0.48)
C (2.95, -1.94, 0.61)
C (3.52, -3.19, 0.90)
C (2.74, -4.21, 1.41)
C (1.40, -4.00, 1.68)
C (0.82, -2.77, 1.40)
C (1.58, -1.76, 0.84)
H (5.73, 0.01, -0.05)
H (5.64, -1.71, -0.46)
H (5.53, -1.21, 1.23)
H (4.57, -3.36, 0.71)
H (3.19, -5.17, 1.62)
H (0.80, -4.79, 2.11)
H (-0.22, -2.61, 1.62)
H (1.10, -0.80, 0.61)


(4)
# C23H22N4Pd

C23H22N4Pd as an isolated structure in a non-equilibrium geometry (ωB97M-V with the def2-TZVPD basis set, the Open Molecules 2025 dataset).

Electronic energy ... -33636.0673 eV
Charge ... +2
Highest occupied orbital energy ... -15.14 eV

Geometry (Å):
Pd (-0.01, 0.02, 0.08)
C (2.53, -2.06, 0.29)
C (2.92, -0.62, 0.34)
C (4.25, -0.26, 0.54)
C (4.61, 1.07, 0.58)
C (3.63, 2.04, 0.40)
C (2.34, 1.65, 0.21)
N (1.98, 0.33, 0.20)
C (1.22, 2.60, -0.03)
C (1.28, 3.97, -0.12)
C (0.09, 4.67, -0.32)
C (-1.12, 4.00, -0.40)
C (-1.12, 2.62, -0.30)
N (0.04, 1.99, -0.14)
C (-2.28, 1.70, -0.33)
C (-3.58, 2.13, -0.45)
C (-4.59, 1.18, -0.50)
C (-4.26, -0.16, -0.45)
C (-2.93, -0.55, -0.34)
C (-2.57, -2.00, -0.30)
N (-1.96, 0.38, -0.26)
H (3.27, -2.63, -0.28)
H (1.57, -2.20, -0.19)
H (2.49, -2.48, 1.29)
H (5.00, -1.03, 0.66)
H (5.64, 1.36, 0.73)
H (3.90, 3.09, 0.40)
H (2.22, 4.50, -0.05)
H (0.12, 5.75, -0.40)
H (-2.04, 4.55, -0.55)
H (-3.81, 3.18, -0.50)
H (-5.62, 1.49, -0.58)
H (-5.03, -0.92, -0.51)
H (-3.20, -2.57, -0.98)
H (-2.71, -2.40, 0.71)
H (-1.54, -2.17, -0.59)
C (-0.72, -3.05, 5.75)
C (-0.57, -2.37, 4.42)
C (-0.58, -0.98, 4.29)
C (-0.42, -0.40, 3.05)
N (-0.26, -1.12, 1.93)
C (-0.25, -2.46, 2.05)
C (-0.40, -3.11, 3.25)
H (-0.88, -2.33, 6.56)
H (0.18, -3.62, 5.98)
H (-1.56, -3.74, 5.73)
H (-0.71, -0.35, 5.16)
H (-0.43, 0.67, 2.94)
H (-0.12, -3.03, 1.14)
H (-0.39, -4.19, 3.28)


Look up the electronic energy of the third one.
-46515.9214 eV